(1)
20
Properties=species:S:1:pos:R:3:forces:R:3 method="wB97M-V/def2-TZVPD" homo_lumo_gap_ha=0.24149 total_charge=-1 lumo_ev=3.22 relative_energy_kcal_mol=25.6
C -3.670 2.271 -1.124 0.12 1.01 -1.43
C -2.548 1.270 -1.331 0.68 -1.04 1.04
S -1.104 1.708 -0.273 0.32 0.23 0.26
H -4.586 2.346 -1.757 0.48 -1.08 0.02
H -3.993 2.176 -0.101 0.01 0.47 0.45
H -3.203 3.234 -1.374 -0.14 0.17 0.85
H -2.805 0.297 -0.871 -0.24 0.15 -1.06
H -2.018 1.193 -2.284 -1.13 -0.13 -0.32
H -1.904 1.311 1.746 0.71 0.03 0.37
H -1.095 0.938 3.064 0.29 -0.05 -0.41
O -1.943 1.230 2.737 -0.94 0.06 0.21
H 4.042 -4.691 -0.201 0.29 -0.85 -0.15
H 4.617 -3.587 0.398 0.94 -0.36 0.35
O 4.925 -4.487 0.149 -1.28 1.17 -0.10
H 0.867 0.214 -0.760 -0.16 0.54 0.32
H 2.162 0.455 0.081 -0.40 0.17 0.00
O 1.817 0.001 -0.692 0.47 -0.63 -0.32
H 2.790 -2.083 -0.296 -0.49 0.17 0.24
H 1.588 -2.618 0.479 -0.03 0.22 -0.04
O 2.543 -2.698 0.413 0.50 -0.25 -0.26

(2)
20
Properties=species:S:1:pos:R:3:forces:R:3 method="wB97M-V/def2-TZVPD" homo_lumo_gap_ha=0.24973 total_charge=-1 lumo_ev=3.51 relative_energy_kcal_mol=18.9
C -0.679 -1.504 -2.864 0.62 -0.26 -0.82
C -1.135 -0.157 -2.331 0.10 -0.20 2.05
S -1.127 -0.036 -0.460 -0.16 -0.20 -0.05
H 0.286 -1.394 -3.387 -0.20 -0.03 0.09
H -1.380 -1.887 -3.608 -0.08 -0.08 -0.08
H -0.511 -2.303 -2.140 -0.28 0.32 0.32
H -2.178 0.037 -2.560 0.17 0.31 -0.60
H -0.429 0.623 -2.593 -0.37 0.20 -0.67
H 3.563 -1.290 1.514 -0.51 -0.01 -0.44
H 4.473 -0.537 2.419 0.03 -0.76 -0.17
O 4.332 -1.440 2.073 0.32 0.88 0.49
H -3.410 0.873 2.904 0.16 -0.81 0.05
H -3.376 2.094 2.065 0.10 0.18 -0.26
O -3.605 1.801 2.949 -0.20 0.57 0.12
H 1.104 -0.658 0.191 -0.43 0.16 -0.28
H 1.735 0.652 0.552 -0.29 0.58 0.15
O 1.968 -0.255 0.369 0.94 -0.79 0.20
H 0.120 1.237 2.167 -0.08 -0.43 0.15
H -0.199 2.135 1.030 -0.65 -0.12 -1.02
O 0.449 2.008 1.711 0.82 0.49 0.77

(3)
20
Properties=species:S:1:pos:R:3:forces:R:3 method="wB97M-V/def2-TZVPD" homo_lumo_gap_ha=0.24908 total_charge=-1 lumo_ev=3.36 relative_energy_kcal_mol=11.1
C -1.737 -1.944 2.125 -0.26 0.58 0.53
C -2.583 -2.362 0.942 0.48 0.57 -0.73
S -2.062 -1.549 -0.632 0.06 -0.12 -0.15
H -0.713 -2.287 2.037 0.24 -0.09 -0.18
H -1.711 -0.847 2.187 0.05 -0.22 -0.04
H -2.121 -2.305 3.092 -0.07 -0.10 -0.16
H -2.518 -3.437 0.799 -0.27 -0.17 0.06
H -3.610 -2.026 1.037 -0.25 -0.35 0.44
H -0.180 -0.689 -0.486 0.19 0.00 0.60
H 0.970 -0.672 -1.433 0.28 -0.04 0.02
O 0.775 -0.338 -0.549 -0.33 -0.11 -0.63
H 5.066 2.805 -2.186 -0.05 0.30 0.30
H 3.922 2.944 -1.205 -0.08 -0.10 0.34
O 4.749 3.376 -1.470 0.08 -0.30 -0.52
H -2.422 1.212 -1.553 -0.06 0.03 0.25
H -0.952 1.196 -1.415 0.17 0.15 0.26
O -1.682 1.828 -1.460 -0.05 -0.17 -0.36
H 2.090 2.338 0.544 -0.52 -0.44 -0.02
H 2.129 0.959 -0.303 -0.50 0.80 0.67
O 2.589 1.798 -0.068 0.91 -0.23 -0.68

(4)
24
Properties=species:S:1:pos:R:3:forces:R:3 method="wB97M-V/def2-TZVPD" homo_lumo_gap_ha=0.18430 total_charge=0 lumo_ev=-0.71 relative_energy_kcal_mol=0.0
Ca 0.133 0.011 -0.254 0.90 -2.02 0.76
O 1.659 -0.919 1.224 -0.63 1.06 -1.76
C 0.915 -1.904 1.896 2.63 2.21 1.72
C -0.523 -1.865 1.555 0.61 -1.73 -2.81
O -0.625 -2.136 0.183 -0.40 -0.15 -1.44
H 1.115 -1.568 2.925 -0.74 -0.66 0.90
H 1.486 -2.833 1.809 -0.91 -0.72 -0.30
H -0.953 -0.904 1.517 -0.63 2.19 2.00
H -1.127 -2.507 2.153 -0.73 -0.68 0.81
O -0.268 -0.715 -2.586 -0.14 0.73 0.07
H -0.725 -1.555 -2.561 0.11 -0.58 0.16
H 0.420 -0.753 -3.250 0.04 -0.28 -0.14
O -0.072 2.256 -1.423 -0.75 -0.16 0.19
H -0.975 2.597 -1.307 0.41 -0.08 -0.19
H 0.529 2.996 -1.432 0.16 0.41 -0.07
O -0.268 1.686 1.499 -0.61 -0.48 1.23
H -0.065 2.580 1.269 0.21 0.92 -0.01
H -0.345 1.649 2.483 0.30 -0.18 -1.23
O -2.297 0.401 -0.522 0.18 1.76 1.01
H -2.763 -0.219 -1.068 -0.65 -0.51 0.02
H -2.881 0.872 0.118 0.41 -1.03 -0.94
O 2.300 0.657 -1.328 0.20 0.51 -0.58
H 2.735 1.226 -0.673 0.16 -0.46 -0.25
H 2.590 0.938 -2.218 -0.11 -0.08 0.86

(5)
21
Properties=species:S:1:pos:R:3:forces:R:3 method="wB97M-V/def2-TZVPD" homo_lumo_gap_ha=0.35503 total_charge=0 lumo_ev=0.33 relative_energy_kcal_mol=50.8
N 0.008 -0.435 -2.616 -2.47 0.26 2.31
C -0.690 -1.424 -1.703 0.83 1.05 2.02
C -1.703 -0.641 -0.845 -1.04 2.67 -2.04
N -1.133 -0.256 0.421 -1.08 -0.37 2.00
H 0.305 -0.971 -3.338 1.65 -1.44 -2.88
H 0.787 -0.006 -2.130 -0.01 -0.26 -0.11
H 0.167 -1.716 -0.969 -1.90 -0.71 -1.12
H -1.333 -2.234 -2.127 1.57 0.40 -0.51
H -1.752 0.398 -1.408 -0.24 -2.02 0.81
H -2.798 -0.991 -0.855 1.65 -0.09 0.25
H -1.627 0.591 0.723 0.44 -0.36 0.16
H -1.321 -0.950 1.188 0.39 0.71 -1.08
O 1.392 0.816 0.741 3.24 -2.55 -3.36
H 0.642 0.401 0.328 -1.11 -0.39 -0.19
H 1.035 1.342 1.357 -2.12 3.22 3.59
O -0.842 2.956 1.770 0.53 0.27 0.78
H -1.569 3.221 1.157 1.12 0.65 1.37
H -0.485 3.606 2.463 -1.63 -0.94 -2.14
O 2.600 -1.674 1.377 1.85 -0.67 2.47
H 2.953 -1.194 2.191 -0.80 -0.93 -1.83
H 2.028 -1.053 0.977 -0.87 1.49 -0.51

(6)
21
Properties=species:S:1:pos:R:3:forces:R:3 method="wB97M-V/def2-TZVPD" homo_lumo_gap_ha=0.36061 total_charge=0 lumo_ev=0.34 relative_energy_kcal_mol=39.5
N -1.036 1.921 -1.153 -0.29 -0.80 0.47
C -0.087 0.773 -1.012 -1.37 -0.46 -0.28
C 0.464 0.888 0.389 0.84 2.55 0.99
N 1.504 -0.130 0.752 -0.69 2.86 0.29
H -1.811 1.822 -0.470 0.84 -0.15 -0.49
H -1.521 1.865 -2.035 0.09 0.01 -0.38
H 0.666 0.834 -1.808 0.12 0.28 0.47
H -0.548 -0.259 -1.196 0.23 1.13 0.39
H 0.831 1.984 0.498 0.38 -1.80 -0.55
H -0.355 1.057 1.154 0.35 -1.16 -0.74
H 1.772 0.141 1.727 -0.36 -1.36 -1.14
H 1.017 -0.994 0.618 0.23 -0.90 0.84
O 3.333 -0.299 -1.741 0.64 -1.19 -0.76
H 3.081 0.045 -0.907 -0.63 0.24 1.77
H 3.172 0.421 -2.324 -0.09 0.85 -0.99
O -1.397 -2.406 1.791 0.12 0.18 -1.91
H -1.287 -2.620 2.701 0.34 -0.73 0.77
H -1.105 -3.113 1.183 -0.17 0.24 1.13
O -2.609 -0.215 0.640 2.92 -0.03 0.91
H -1.745 -0.799 0.573 -2.82 1.65 0.47
H -2.321 0.472 1.319 -0.68 -1.43 -1.25

(7)
21
Properties=species:S:1:pos:R:3:forces:R:3 method="wB97M-V/def2-TZVPD" homo_lumo_gap_ha=0.40183 total_charge=+1 lumo_ev=-3.02 relative_energy_kcal_mol=44.4
C 1.371 -0.713 0.457 -1.97 1.21 0.80
C 1.594 0.087 1.469 2.23 -0.40 0.65
N 0.123 -0.535 -0.309 1.17 -0.46 -3.33
H 1.957 -1.546 0.223 0.66 -0.89 -0.73
H 2.632 -0.120 1.920 -2.00 0.83 -0.11
H 0.870 0.848 1.771 0.67 -0.08 0.13
H 0.394 0.032 -1.231 -1.06 -0.24 2.51
H -0.137 -1.435 -0.775 -0.16 0.48 1.02
H -0.687 -0.095 0.131 0.16 0.05 0.08
H -3.559 -0.076 -0.605 2.43 -0.11 1.54
H -2.874 0.540 0.681 0.07 -0.40 -0.40
O -2.692 -0.095 -0.042 -2.42 0.65 -1.01
H -1.233 1.227 3.271 0.74 0.49 -2.39
H -1.194 2.608 2.708 0.57 -1.45 -1.26
O -0.990 1.674 2.374 -1.52 0.93 3.60
H 1.516 -1.922 -2.227 -0.60 -0.01 0.65
H 1.188 -3.245 -1.997 1.68 -7.91 -2.75
O 0.951 -2.496 -1.661 -0.78 7.19 1.37
H 0.978 1.664 -2.633 -1.66 0.93 1.42
H -0.391 2.203 -1.824 0.22 0.10 -0.84
O 0.467 1.769 -1.771 1.57 -0.93 -0.95

(8)
21
Properties=species:S:1:pos:R:3:forces:R:3 method="wB97M-V/def2-TZVPD" homo_lumo_gap_ha=0.41942 total_charge=+1 lumo_ev=-2.82 relative_energy_kcal_mol=9.6
C 0.125 1.364 1.226 0.23 -0.55 0.16
C -1.063 1.576 1.739 0.49 0.35 0.60
N 0.532 0.039 0.717 0.33 1.04 -0.67
H 0.912 2.092 1.098 -0.12 0.15 0.04
H -1.252 2.573 2.114 -0.25 -0.06 -0.03
H -1.807 0.806 1.886 -0.04 -0.01 -0.15
H 1.505 -0.191 0.976 -0.38 -0.46 0.40
H -0.107 -0.708 0.990 0.10 -0.16 -0.13
H 0.556 0.093 -0.318 -0.32 -0.29 0.04
H 2.492 -2.167 2.293 -0.03 0.08 -0.07
H 3.343 -2.008 1.036 -0.12 0.06 0.01
O 2.515 -1.716 1.439 0.29 -0.13 0.09
H -1.903 -2.288 -1.290 0.10 -0.09 0.18
H -1.418 -0.867 -1.003 -0.35 -0.20 0.13
O -1.168 -1.802 -0.896 0.02 0.22 -0.17
H 1.250 0.288 -2.955 -0.07 0.07 -0.06
H 0.153 -0.775 -2.778 0.08 -0.04 0.17
O 0.464 0.076 -2.438 0.18 -0.09 -0.02
H -1.216 0.985 -1.839 0.20 -0.09 0.21
H -2.280 1.672 -1.036 -0.17 -0.17 0.37
O -1.634 0.958 -0.960 -0.18 0.37 -1.10

(9)
22
Properties=species:S:1:pos:R:3:forces:R:3 method="wB97M-V/def2-TZVPD" homo_lumo_gap_ha=0.32214 total_charge=-1 lumo_ev=3.62 relative_energy_kcal_mol=17.2
C 1.515 0.421 -2.113 -2.40 -1.54 0.70
N 0.749 0.179 -0.860 1.05 1.02 -0.43
C -0.306 1.181 -0.650 -0.62 -0.94 0.40
O -1.566 0.624 -0.844 -0.19 0.14 -0.38
H 0.796 0.514 -2.941 0.13 0.65 -0.17
H 1.959 -0.548 -2.345 1.15 0.51 0.09
H 2.092 1.316 -1.969 0.80 0.00 -0.43
H 0.360 -0.753 -0.876 -0.40 -0.04 0.15
H -0.161 2.023 -1.339 0.06 -0.07 -0.08
H -0.257 1.579 0.373 0.22 0.01 0.07
H -3.006 -0.907 0.880 -0.74 -0.12 0.35
H -1.821 0.056 0.008 0.24 0.78 -0.07
O -2.178 -0.615 1.246 0.48 -0.05 -0.44
H -0.980 -0.319 2.444 -0.25 -0.21 0.58
H 0.100 0.669 2.723 0.21 0.17 0.28
O -0.341 -0.066 3.160 -0.02 0.07 -0.73
H 1.941 -0.005 1.560 -0.12 0.01 -0.39
H 2.674 0.952 0.609 -0.48 -0.05 -0.88
O 2.677 0.610 1.490 0.58 -0.03 1.39
H -1.685 -2.599 -0.861 -0.46 -0.04 -0.71
H -1.473 -1.768 0.433 0.32 -0.60 0.00
O -1.090 -2.542 -0.127 0.43 0.34 0.73

(10)
21
Properties=species:S:1:pos:R:3:forces:R:3 method="wB97M-V/def2-TZVPD" homo_lumo_gap_ha=0.38111 total_charge=0 lumo_ev=-0.04 relative_energy_kcal_mol=53.7
C 0.101 3.211 2.348 0.16 -0.34 0.76
C 0.412 2.785 3.568 -1.65 -1.06 0.87
H -0.387 4.166 2.211 0.00 0.01 -0.19
H 0.249 2.545 1.510 0.27 0.28 -0.25
H -0.038 3.157 4.492 0.55 1.13 -0.36
H 0.698 1.768 3.827 0.67 -0.03 -0.82
O 0.711 -2.967 3.320 0.63 0.09 0.01
H 0.083 -3.628 3.037 -0.33 -0.05 -0.05
H 0.237 -2.286 3.797 -0.28 -0.02 0.03
O 0.573 -3.133 -0.833 0.58 1.07 -0.53
H 1.228 -2.406 -0.892 -0.18 -0.68 0.54
H -0.028 -2.799 -1.509 -0.45 -0.36 0.03
O 3.688 2.734 -1.018 0.04 0.48 1.18
H 2.826 3.100 -0.808 0.01 0.13 0.09
H 3.586 2.339 -1.862 -0.04 -0.57 -1.27
O -5.539 -1.976 -4.603 -0.17 -0.05 -1.30
H -6.002 -1.438 -3.977 -0.20 0.30 0.72
H -4.889 -2.497 -4.153 0.37 -0.25 0.59
O 0.258 0.374 -1.545 0.86 0.92 -0.43
H 0.521 0.461 -2.477 -0.35 -0.33 0.24
H 0.752 1.133 -1.172 -0.47 -0.67 0.15

(11)
29
Properties=species:S:1:pos:R:3:forces:R:3 method="wB97M-V/def2-TZVPD" homo_lumo_gap_ha=0.22771 total_charge=+1 lumo_ev=-5.00
N -3.240 1.846 -1.816 0.24 -0.31 -0.02
P -3.419 0.295 -1.798 -0.14 0.45 0.11
B -2.324 -0.551 -0.421 -0.34 -0.08 0.77
O -2.317 -1.927 -0.174 0.56 0.08 -0.81
B -1.090 -2.462 0.098 -0.35 -0.07 0.54
O -0.084 -1.686 0.674 0.75 -0.41 -0.68
B -0.118 -0.310 0.303 -0.41 0.21 0.59
C 1.139 0.496 -0.120 -0.01 -0.06 0.35
C 1.381 1.796 0.752 0.13 0.15 -0.04
N 0.295 2.739 0.686 -0.07 -0.10 0.14
N 2.575 2.497 0.302 -0.05 -0.15 -0.24
N 1.578 1.422 2.149 -0.12 -0.22 -0.09
O -1.402 0.210 0.253 0.43 0.02 -0.86
H -2.974 2.242 -2.707 -0.18 0.14 0.01
H -4.713 -0.215 -1.536 0.05 -0.09 -0.09
H -3.072 -0.454 -2.950 -0.05 -0.17 0.12
H -0.800 -3.580 -0.195 -0.29 -0.11 0.19
H 2.033 -0.136 -0.055 0.04 0.07 -0.04
H 1.033 0.810 -1.164 -0.05 -0.05 0.02
H -0.618 2.313 0.780 0.00 -0.01 -0.12
H 0.306 3.286 -0.163 0.05 0.05 0.03
H 2.480 2.751 -0.677 0.00 0.06 0.01
H 3.380 1.884 0.351 0.06 0.07 0.18
H 1.970 0.497 2.262 0.01 0.00 0.02
H 0.725 1.499 2.685 0.03 0.18 0.05
O 1.713 -3.827 0.470 0.11 -0.09 0.08
H 1.390 -3.013 0.950 -0.45 0.36 -0.37
H 1.555 -4.661 0.953 0.03 0.03 0.03
H 2.618 -3.761 0.109 0.01 0.06 0.11

(12)
26
Properties=species:S:1:pos:R:3:forces:R:3 method="wB97M-V/def2-TZVPD" spin_multiplicity=5 homo_lumo_gap_ha="0.22634 / 0.22639" total_charge=+1 lumo_ev="-7.37 / -7.36" relative_energy_kcal_mol=103.8
Fe -0.672 -3.051 -2.319 0.58 1.91 1.81
C -0.514 -0.188 0.366 -0.45 1.39 -0.87
C -0.461 -1.270 -0.648 0.71 0.06 0.78
O -0.594 -2.479 -0.278 -0.83 -1.15 -1.35
O -0.127 -1.073 -1.854 -0.70 -1.02 -0.97
H -1.474 -0.042 0.861 0.10 -1.15 0.54
H -0.495 0.785 -0.134 0.81 -0.21 -0.29
H 0.365 -0.325 0.997 -0.19 0.11 0.35
O 2.913 0.373 1.858 -0.23 -0.12 -0.32
H 2.330 1.140 1.970 0.27 -0.12 0.26
H 2.985 -0.012 2.737 0.09 0.04 0.01
O -3.107 0.132 -2.491 0.16 -0.49 0.28
H -2.445 0.659 -2.031 -0.01 0.25 -0.25
H -3.849 0.073 -1.880 -0.09 0.11 -0.08
O -0.400 -3.623 2.487 -0.02 0.02 -0.07
H -1.024 -4.303 2.759 0.02 0.00 0.08
H -0.695 -3.337 1.617 0.00 -0.01 0.04
O 1.690 2.423 -0.687 -0.08 -0.17 -0.05
H 1.081 2.218 0.028 0.15 0.20 0.19
H 2.561 2.240 -0.316 0.02 -0.01 -0.04
O 1.034 2.231 2.546 -0.52 0.16 -0.06
H 0.214 1.771 2.755 0.04 -0.02 0.14
H 0.903 3.124 2.884 0.17 0.05 -0.05
O -0.083 1.227 -3.680 -0.13 -0.04 0.10
H 0.023 0.533 -3.020 0.16 0.12 -0.12
H -0.157 0.774 -4.525 -0.02 0.08 -0.05